A single C4H6O2S molecule in a non-equilibrium geometry. Source: OMol25; level of theory: ωB97M-V with the def2-TZVPD basis set.

Computed properties:
E_tot ... -704.672323 Eh
HOMO level ... -8.836 eV
Structure (SMILES) ... CS/C=C\C(=O)O
Largest force on an atom ... 1.848 eV/A

Geometry as ORCA input:
```
! wB97M-V def2-TZVPD RIJCOSX def2/J DEFGRID3
* xyz 0 1
C -1.4341 -1.2326 0.3762
C -0.8121 1.3759 -0.2251
C 0.5193 1.2179 -0.1497
C 1.3099 0.0006 -0.3960
H -0.6661 -1.7079 -0.2108
H -2.3184 -1.9000 0.5060
H -1.0272 -1.0422 1.3734
H -1.2448 2.3566 -0.1225
H 1.1105 2.0861 0.1626
H 3.0882 -0.5678 0.0149
O 2.5349 0.1759 0.1469
O 1.0383 -0.9967 -1.0194
S -2.0984 0.2342 -0.4566
*
```

Atom charges from the natural (NBO) analysis, given in e for atoms 1 to 8:
1 C -0.758
2 C -0.278
3 C -0.388
4 C 0.755
5 H 0.257
6 H 0.230
7 H 0.222
8 H 0.222

2 unconnected molecules or ions with the total composition C4H12 in a non-equilibrium geometry. Source: OMol25; level of theory: ωB97M-V with the def2-TZVPD basis set.

Computed properties:
E_tot ... -159.547936 Eh
HOMO level ... -10.797 eV
Structure (SMILES) ... CC.CC
Largest force on an atom ... 4.398 eV/A

Geometry as ORCA input:
```
! wB97M-V def2-TZVPD RIJCOSX def2/J DEFGRID3
* xyz 0 1
C -1.7821 0.5838 -1.1938
C -1.9857 0.7249 0.2883
H -2.4603 -0.1667 -1.6932
H -1.7828 1.5172 -1.7770
H -0.7877 0.1623 -1.4251
H -2.8814 0.3421 0.7309
H -1.4516 1.6032 0.7277
H -1.1678 0.1042 0.8188
C 1.9554 0.0893 0.4456
C 1.6447 -1.3879 0.3497
H 2.9082 0.5038 0.1162
H 1.2825 0.8649 0.0517
H 1.8638 0.3606 1.5192
H 2.0621 -1.8062 -0.5864
H 2.0203 -1.9082 1.2028
H 0.5625 -1.5873 0.4245
*
```

Atom charges from the natural (NBO) analysis, given in e for atoms 1 to 8:
1 C -0.626
2 C -0.645
3 H 0.210
4 H 0.208
5 H 0.208
6 H 0.222
7 H 0.222
8 H 0.202

A gas-phase ion, C5H6N3O5P (charge -2) in a non-equilibrium geometry. Source: OMol25; level of theory: ωB97M-V with the def2-TZVPD basis set.

Computed properties:
E_tot ... -1076.113556 Eh
HOMO level ... -0.960 eV
Structure (SMILES) ... [H]/N=c1\[nH]cc(CC(=O)[O-])n1[P@@](=O)([O-])O
Largest force on an atom ... 4.393 eV/A

Geometry as ORCA input:
```
! wB97M-V def2-TZVPD RIJCOSX def2/J DEFGRID3
* xyz -2 1
C 1.1030 -1.2188 -0.2524
C 0.7223 0.0398 -0.1085
C -1.1112 -1.2387 -0.2323
C 3.0279 0.8646 0.2620
C 1.5182 1.2479 0.0622
N -0.7347 0.0015 -0.0711
N 0.0668 -2.0535 -0.3068
N -2.3243 -1.7292 -0.2495
O 3.4546 -0.1761 -0.2958
O -3.2288 0.6920 -0.2056
O -1.7668 1.4568 1.7930
O 3.6825 1.6424 0.9902
O -1.6135 2.6066 -0.5469
P -1.8217 1.3804 0.3092
H 2.0555 -1.5060 -0.4247
H 1.2306 2.0923 -0.6508
H 1.1404 1.7901 0.9793
H -0.0549 -2.8585 -0.8696
H -3.1541 -0.3342 0.0925
H -2.1919 -2.6994 -0.2745
*
```

Atom charges from the natural (NBO) analysis, given in e for atoms 1 to 8:
1 C -0.110
2 C 0.144
3 C 0.595
4 C 0.781
5 C -0.589
6 N -0.689
7 N -0.601
8 N -0.913

A molecular structure, C19H18CoN6S2 in a non-equilibrium geometry. Source: OMol25; level of theory: ωB97M-V with the def2-TZVPD basis set.

Computed properties:
E_tot ... -3242.495322 Eh
HOMO level (spin up / spin down) ... -6.280 / -6.347 eV
Largest force on an atom ... 3.096 eV/A

Geometry as ORCA input:
```
! wB97M-V def2-TZVPD RIJCOSX def2/J DEFGRID3
* xyz 0 2
Co -1.2704 -0.5213 0.9848
N -2.4898 -0.8754 5.2768
C -2.0905 -0.6274 4.0080
S -2.4955 -1.7654 2.7947
N -1.4292 0.4915 3.8241
N -1.1893 0.7937 2.5557
C -0.4617 1.8262 2.3056
C -0.3855 2.2490 0.9267
C 0.4178 3.3088 0.5021
C 0.3960 3.6767 -0.8278
C -0.4867 3.0385 -1.6896
C -1.2655 2.0121 -1.1857
N -1.1913 1.5849 0.0697
H -2.7913 -1.8036 5.5060
H -2.1203 -0.2896 6.0068
H 0.0294 2.3787 3.0995
H 1.0611 3.8124 1.2111
H 1.0366 4.4708 -1.1885
H -0.5594 3.3122 -2.7329
H -1.9922 1.5146 -1.8154
C -0.7047 -0.8046 -3.2731
C 0.5758 -0.5389 -2.5298
C 1.7071 -0.1992 -3.3024
C 2.8942 0.0431 -2.6868
C 2.9917 -0.0987 -1.2880
C 4.2067 0.1068 -0.6076
C 4.2722 -0.1043 0.7399
C 3.1491 -0.5510 1.4449
C 1.9276 -0.7707 0.8285
S 0.6541 -1.4858 1.7831
C 1.8184 -0.4958 -0.5805
N 0.6240 -0.6576 -1.2182
H -0.7555 -0.1913 -4.1726
H -1.5674 -0.6104 -2.6492
H -0.7368 -1.8548 -3.5752
H 1.6142 -0.1354 -4.3792
H 3.7715 0.3277 -3.2564
H 5.0788 0.4150 -1.1721
H 5.2041 0.0510 1.2698
H 3.2213 -0.7484 2.5061
C -3.6593 -3.8044 -0.7004
C -3.0226 -2.5491 -0.3696
N -2.5247 -1.5529 -0.1095
H -3.8873 -4.3379 0.2224
H -2.9926 -4.4156 -1.3068
H -4.5820 -3.6242 -1.2495
*
```

Atom charges from the natural (NBO) analysis, given in e for atoms 1 to 8:
1 Co 1.088
2 N -0.784
3 C 0.295
4 S -0.269
5 N -0.429
6 N -0.222
7 C 0.000
8 C 0.176

A single C3HN3O molecule in a non-equilibrium geometry. Source: OMol25; level of theory: ωB97M-V with the def2-TZVPD basis set.

Computed properties:
E_tot ... -354.316545 Eh
HOMO level ... -9.671 eV
Largest force on an atom ... 1.551 eV/A

Geometry as ORCA input:
```
! wB97M-V def2-TZVPD RIJCOSX def2/J DEFGRID3
* xyz 0 1
N -0.0503 -0.3058 -1.4703
C 0.0335 -0.7156 -2.5736
C -0.0584 0.1162 -0.1654
C -0.0941 -0.7734 0.9905
O 0.0189 -0.3857 2.1333
N 0.2615 2.4944 0.3093
N 0.1150 1.4059 0.0610
H -0.2260 -1.8360 0.7151
*
```

In elementary charge units, the natural (NBO) charges are:
1 N -0.543
2 C 0.330
3 C -0.040
4 C 0.382
5 O -0.527
6 N 0.141
7 N 0.114
8 H 0.143

A molecular structure, C17H26N3PbSe. Source: OMol25; level of theory: ωB97M-V with the def2-TZVPD basis set.

Computed properties:
E_tot ... -3421.774775 Eh
HOMO level ... -10.464 eV
Largest force on an atom ... 0.964 eV/A

Geometry as ORCA input:
```
! wB97M-V def2-TZVPD RIJCOSX def2/J DEFGRID3
* xyz 1 1
Pb 0.3903 2.2456 -0.5703
N -0.3989 3.2469 -2.8741
C -1.8348 3.0383 -3.0694
C -2.5819 3.3965 -1.7899
N -2.1656 2.4901 -0.7098
H -0.1775 4.2354 -2.9316
H 0.1142 2.7651 -3.6072
H -1.9853 1.9818 -3.2975
H -2.2358 3.6285 -3.8993
H -3.6613 3.3452 -1.9677
H -2.3297 4.4195 -1.5057
H -2.4683 1.5439 -0.9322
H -2.6093 2.7559 0.1638
C 1.7465 -5.8196 -1.5903
C 1.3931 -4.3708 -1.4589
C 0.0716 -3.9447 -1.4446
C -0.2547 -2.5982 -1.4731
C -1.6892 -2.1695 -1.4758
C 0.7785 -1.6639 -1.5264
Se 0.2929 0.1536 -2.0921
C 2.1124 -2.0496 -1.4224
C 3.2473 -1.0707 -1.3680
C 2.3917 -3.4094 -1.3851
H 0.8548 -6.4416 -1.6013
H 2.3930 -6.1365 -0.7730
H 2.2866 -5.9784 -2.5247
H -0.7236 -4.6750 -1.4543
H -2.3460 -3.0134 -1.2939
H -1.9399 -1.7244 -2.4380
H -1.8557 -1.4177 -0.7031
H 2.9050 -0.0892 -1.0383
H 3.7006 -0.9579 -2.3535
H 4.0169 -1.4223 -0.6819
H 3.4227 -3.7287 -1.3448
C -0.2427 1.6023 6.1629
C -0.0876 1.6593 4.6860
C -0.1972 2.8630 3.9909
C -0.0918 2.8625 2.6167
N 0.1094 1.7544 1.9035
C 0.2370 0.6013 2.5570
C 0.1489 0.5103 3.9321
H -0.5069 2.5756 6.5686
H 0.6775 1.2668 6.6384
H -1.0205 0.8858 6.4213
H -0.3675 3.7867 4.5239
H -0.1799 3.7867 2.0593
H 0.4070 -0.2759 1.9504
H 0.2535 -0.4437 4.4233
*
```

Atom charges from the natural (NBO) analysis, given in e for atoms 1 to 8:
1 Pb 1.070
2 N -0.857
3 C -0.241
4 C -0.235
5 N -0.847
6 H 0.386
7 H 0.404
8 H 0.216

Looking at relative energy (zero: lowest compared OMol25 entry of this formula, charge and spin) for the records above, in order, we have 18.92; 97.24; 0.00; 226.50; 132.51; 0.00 kJ/mol.